A single C17H20N2O4S molecule. Source: OMol25; level of theory: wB97M-V/def2-TZVPD.

Each line ends with the Löwdin charge.
Cartesian coordinates (Å):
1 C -6.38 -1.91 0.71  -0.084
2 C -5.63 -1.40 -0.52  -0.151
3 C -4.14 -1.37 -0.21  -0.427
4 O -3.55 -2.39 0.08  0.075
5 N -3.49 -0.16 -0.27  0.058
6 C -2.13 0.00 0.00  -0.127
7 C -1.24 -0.89 0.59  0.031
8 C 0.07 -0.47 0.76  -0.046
9 C 0.47 0.78 0.36  -0.286
10 S 2.17 1.28 0.55  0.661
11 O 2.25 2.68 0.84  -0.291
12 O 2.84 0.36 1.43  -0.272
13 N 2.70 1.11 -1.04  -0.120
14 C 2.86 -0.25 -1.50  -0.155
15 C 3.93 -1.00 -0.77  -0.306
16 C 3.93 -2.22 -0.14  -0.031
17 C 5.22 -2.38 0.40  -0.057
18 C 5.91 -1.26 0.07  -0.115
19 O 5.14 -0.42 -0.64  0.042
20 C -0.40 1.68 -0.23  0.007
21 C -1.71 1.28 -0.41  -0.138
22 C -2.86 2.01 -1.02  -0.062
23 C -4.07 1.14 -0.63  -0.297
24 C -4.81 1.73 0.57  -0.025
25 H -5.96 -2.86 1.03  0.077
26 H -6.30 -1.20 1.54  0.071
27 H -7.43 -2.05 0.48  0.074
28 H -6.03 -0.44 -0.83  0.089
29 H -5.76 -2.12 -1.33  0.124
30 H -1.56 -1.87 0.89  0.106
31 H 0.80 -1.12 1.23  0.115
32 H 3.54 1.66 -1.17  0.109
33 H 3.09 -0.22 -2.57  0.133
34 H 1.91 -0.76 -1.36  0.122
35 H 3.10 -2.90 -0.08  0.111
36 H 5.58 -3.22 0.96  0.100
37 H 6.92 -0.95 0.27  0.119
38 H -0.05 2.65 -0.53  0.127
39 H -2.96 3.03 -0.63  0.124
40 H -2.74 2.07 -2.10  0.128
41 H -4.75 1.02 -1.48  0.139
42 H -4.11 1.87 1.39  0.095
43 H -5.61 1.08 0.90  0.066
44 H -5.23 2.70 0.30  0.085

The value obtained for the LUMO energy is 0.6 eV. Its structure (SMILES) is CCC(=O)N1c2ccc(S(=O)(=O)NCc3ccco3)cc2C[C@@H]1C. The net charge is 0. The maximum force comes out at 1.09 eV Å⁻¹. The calculation puts the energy above the lowest of the compared OMol25 structures with the same formula, charge and spin at 2.481 eV.